Molecular formula: C3FO3Ru
Method: DFT, ωB97M-V/def2-TZVPD

Atoms and positions in Å:
C (-2.28, 0.51, 0.10)
C (-1.09, 0.51, -0.07)
O (0.18, 0.49, -0.27)
F (-3.56, 0.50, 0.24)
O (0.53, -2.16, 0.11)
C (1.15, -1.17, -0.06)
O (2.22, -0.61, 0.04)
Ru (1.94, 1.51, 0.12)

## Properties
- frontier orbital gap (alpha / beta) (eV) = 7.9128 / 6.1642
- 2S+1 = 7
- net charge = +1
- expectation value of S² = 12.01



Molecular formula: C3H10Cl3N2O2Ru
Method: DFT, ωB97M-V/def2-TZVPD

Atoms and positions in Å:
C (-2.10, -1.90, -0.13)
Ru (1.98, -0.40, -0.08)
N (1.53, 1.01, -1.61)
N (1.48, -2.16, -1.30)
H (2.23, 1.77, -1.38)
H (-2.09, -1.52, -1.16)
H (-3.01, -1.48, 0.35)
H (-1.11, -1.71, 0.36)
H (-2.43, -2.96, -0.21)
H (2.41, -2.59, -1.35)
H (1.23, -2.04, -2.29)
H (0.88, -2.97, -1.07)
H (1.85, 0.70, -2.56)
H (0.62, 1.51, -1.80)
Cl (-1.81, 3.80, 2.31)
C (-0.60, 2.49, 2.54)
Cl (1.04, 3.16, 2.85)
Cl (-1.12, 1.33, 3.85)
C (-0.39, 1.60, 1.18)
O (-0.98, 1.82, 0.11)
O (0.38, 0.55, 1.40)

## Properties
- frontier orbital gap (alpha / beta) (eV) = 7.5693 / 6.5337
- 2S+1 = 5
- net charge = +1
- expectation value of S² = 6.01



Here are the calculated energy above the lowest of the compared OMol25 structures with the same formula, charge and spin numbers, same order: 0.0000, 1.3964 (eV).
Here are the calculated total energy numbers, same order: -14535.913, -50488.009 (eV).